Record 1
Molecular formula: C31H22BN3O4S3SbTa
Method: DFT, the ωB97M-V functional and the def2-TZVPD basis

```
66
Properties=species:S:1:pos:R:3:nbo_charge:R:1
Ta -0.6158 1.1545 -0.3300 1.45
O 1.1632 -0.3390 0.6346 -0.71
C 1.6291 -1.5476 0.3071 0.46
C 2.1778 -2.4097 1.2574 -0.28
C 2.6404 -3.6539 0.8727 -0.17
C 2.5686 -4.0661 -0.4580 -0.26
C 2.0383 -3.2028 -1.3924 -0.14
C 1.5660 -1.9392 -1.0304 -0.22
C 1.1158 -1.0685 -2.1002 0.19
N 0.6061 0.0855 -1.9944 -0.35
N 0.3194 0.6442 -3.2547 -0.39
C -0.2165 1.7992 -3.0817 0.55
O -0.3484 2.3425 -1.8930 -0.76
C -0.7791 2.5188 -4.2462 -0.04
C -0.9263 1.8779 -5.4717 -0.18
C -1.5041 2.5486 -6.5379 -0.23
C -1.9395 3.8597 -6.3826 -0.21
C -1.7961 4.4979 -5.1574 -0.20
C -1.2207 3.8263 -4.0866 -0.19
H 2.2242 -2.1004 2.2924 0.24
H 3.0620 -4.3130 1.6222 0.21
H 2.9270 -5.0427 -0.7566 0.21
H 1.9883 -3.4945 -2.4365 0.21
H 1.2457 -1.4353 -3.1166 0.19
H -0.5838 0.8557 -5.5730 0.23
H -1.6225 2.0463 -7.4907 0.21
H -2.4016 4.3787 -7.2141 0.21
H -2.1426 5.5161 -5.0299 0.21
H -1.1236 4.2986 -3.1183 0.24
S -1.7863 4.2241 3.0107 -0.86
Sb -1.1013 4.0252 0.8649 0.98
S -2.6930 2.4487 -0.0632 -0.60
S 1.1088 2.2577 1.0204 -0.46
C -1.9041 0.4577 4.0537 -0.25
C -2.8715 -0.5197 3.9633 -0.15
C -3.1398 -1.0917 2.7292 -0.26
C -2.4435 -0.6701 1.6086 0.22
N -1.4875 0.2766 1.7095 -0.51
C -1.2304 0.8223 2.9022 0.12
C -2.6903 -1.1795 0.2417 -0.02
C -3.6131 -2.1951 -0.0021 -0.20
C -3.8551 -2.6307 -1.2940 -0.24
C -3.1653 -2.0406 -2.3459 -0.21
C -2.2380 -1.0375 -2.0945 -0.23
C -1.9623 -0.5726 -0.7947 -0.43
H -1.6672 0.9571 4.9826 0.23
H -3.4260 -0.8357 4.8404 0.21
H -3.8992 -1.8553 2.6376 0.21
H -0.4642 1.5797 2.9370 0.25
H -4.1597 -2.6546 0.8138 0.19
H -4.5775 -3.4173 -1.4775 0.20
H -3.3475 -2.3655 -3.3655 0.20
H -1.7268 -0.6082 -2.9493 0.20
O 1.4605 0.1619 3.0366 -0.71
B 1.8179 0.5439 1.6656 0.96
O 3.2727 0.4819 1.6082 -0.67
C 3.7072 0.1852 2.8552 0.24
C 5.0030 0.0523 3.2980 -0.26
C 5.1978 -0.2764 4.6484 -0.24
C 4.1198 -0.4637 5.5003 -0.24
C 2.8016 -0.3289 5.0364 -0.29
C 2.6228 0.0018 3.7116 0.31
H 5.8370 0.2007 2.6219 0.22
H 6.2071 -0.3818 5.0294 0.20
H 4.2955 -0.7168 6.5395 0.20
H 1.9465 -0.4730 5.6863 0.22
```

* <S²>: 0.760
* electronic energy: -3176.8028 Eh
* net charge: -1
* orbital gap (spin up / spin down): 5.359 / 6.395 eV
* 2S+1: 2
* relative energy (zero: lowest compared OMol25 entry of this formula, charge and spin): 68.9 kJ/mol

Record 2
Molecular formula: C31H22BeBrN8O5
Method: DFT, the ωB97M-V functional and the def2-TZVPD basis

```
68
Properties=species:S:1:pos:R:3:mulliken_charge:R:1
Be 0.3443 -0.1508 1.3588 0.30
O 5.3873 3.0256 6.0121 -0.61
N 4.3047 3.2420 5.5144 1.07
O 3.6467 4.2446 5.7015 -0.62
C 3.7592 2.1837 4.6242 -0.86
C 4.5644 1.1162 4.4402 -0.56
C 4.1201 -0.0252 3.7236 0.49
C 4.9335 -1.1614 3.5608 -0.64
C 4.4097 -2.2956 2.9948 -1.00
C 3.0532 -2.3083 2.6876 0.13
N 2.3035 -1.2283 2.7914 0.09
C 2.8111 -0.0493 3.2130 0.74
C 2.0399 1.1754 3.1859 0.03
N 0.9310 1.2501 2.4015 0.14
C 0.1981 2.3493 2.4294 -0.01
C 0.4971 3.4388 3.2375 -1.28
C 1.6407 3.4172 3.9899 -0.49
C 2.4797 2.2822 3.9593 0.52
H 5.5439 1.1131 4.8964 0.59
H 5.9628 -1.1328 3.8944 0.49
H 5.0060 -3.1822 2.8389 0.43
H 2.5419 -3.2100 2.3750 0.46
H -0.6690 2.3666 1.7865 0.55
H -0.1566 4.2986 3.2502 0.49
H 1.8985 4.2656 4.5962 0.61
O 0.3112 -2.5351 2.9471 -0.45
C 0.6008 -1.4559 2.5942 -0.43
Br -2.6589 -5.4120 -2.8123 -0.18
C -1.4160 -4.1063 -2.2277 0.02
C -0.6407 -3.4384 -3.1617 -0.47
C 0.2466 -2.4678 -2.7310 -0.74
C 0.3606 -2.1546 -1.3801 0.55
C -0.4069 -2.8596 -0.4571 0.41
C -1.2973 -3.8345 -0.8748 -0.95
C 1.3145 -1.0596 -0.9844 0.05
O 2.0946 -0.5911 -1.7841 -0.67
O 1.2788 -0.6670 0.2728 -0.43
H -0.7368 -3.6760 -4.2113 0.49
H 0.8703 -1.9377 -3.4389 0.55
H -0.3089 -2.6591 0.5989 0.31
H -1.8921 -4.3799 -0.1547 0.47
C -0.1383 1.9926 -0.9576 -1.54
C -1.2555 1.1918 -0.3844 1.10
N -1.1717 0.3544 0.6447 1.08
C -2.4310 -0.1691 0.8486 -0.92
C -3.2835 0.3691 -0.0534 -0.49
N -2.5332 1.2410 -0.8140 0.23
C -3.0821 2.0709 -1.8850 -1.39
N -3.7432 1.3037 -2.8841 0.74
N -5.0989 1.1587 -2.8475 -0.61
N -5.4662 0.4265 -3.8130 -0.51
C -4.3609 0.0540 -4.5505 0.09
C -4.2395 -0.7272 -5.6996 -0.76
C -2.9722 -0.8954 -6.2112 -0.64
C -1.8453 -0.3116 -5.6082 -0.62
C -1.9448 0.4484 -4.4626 -0.50
C -3.2268 0.6176 -3.9492 1.43
H 0.7943 1.7343 -0.4623 0.28
H -0.3159 3.0641 -0.8457 0.56
H -0.0039 1.7792 -2.0189 0.22
H -2.6191 -0.8903 1.6254 0.59
H -4.3380 0.2320 -0.2230 0.54
H -2.2798 2.6541 -2.3313 0.72
H -3.8279 2.7372 -1.4544 0.24
H -5.1137 -1.1604 -6.1654 0.46
H -2.8309 -1.4868 -7.1062 0.40
H -0.8716 -0.4636 -6.0562 0.44
H -1.0715 0.8844 -3.9934 0.28
```

* electronic energy: -4597.4024 Eh
* net charge: +1
* orbital gap: 6.795 eV

Record 3
Molecular formula: C31H22Cl5N3O6RuS2
Method: DFT, the ωB97M-V functional and the def2-TZVPD basis

```
70
Properties=species:S:1:pos:R:3:nbo_charge:R:1
Ru 1.3934 -0.7059 0.4281 1.06
C -5.3194 0.5683 1.7412 -0.63
C -3.9785 0.0423 2.1722 0.00
C -3.0759 0.8606 2.8444 -0.19
C -1.8266 0.3897 3.2072 -0.19
C -1.4668 -0.9092 2.8844 -0.26
C -2.3600 -1.7471 2.2394 -0.23
C -3.6110 -1.2675 1.8846 -0.22
S 0.1203 -1.5317 3.4169 2.32
O 0.1456 -2.9395 3.1039 -0.98
O 0.2474 -1.1673 4.8057 -0.96
N 1.3001 -0.7834 2.5756 -0.81
C 1.8372 0.4205 3.1973 -0.36
C 2.7336 1.1972 2.2145 0.81
O 3.5030 2.0405 2.6378 -0.66
O 2.5692 0.8465 0.9938 -0.74
H -5.6827 1.3400 2.4195 0.21
H -6.0570 -0.2330 1.6879 0.21
H -5.2341 1.0146 0.7464 0.23
H -3.3433 1.8840 3.0706 0.21
H -1.1375 1.0311 3.7382 0.23
H -2.0599 -2.7646 2.0310 0.24
H -4.3138 -1.9163 1.3729 0.20
H 2.4233 0.1902 4.0864 0.22
H 1.0587 1.1328 3.4875 0.21
Cl 3.7950 0.3995 -1.6100 0.03
C 4.2423 -0.9052 -0.5765 0.07
C 3.2321 -1.7623 -0.0925 -0.30
C 3.7438 -2.9850 0.3677 -0.06
Cl 2.6932 -4.3202 0.6718 0.02
C 5.1067 -3.2370 0.5520 -0.10
Cl 5.6540 -4.7504 1.1703 0.03
C 6.0431 -2.2602 0.2424 -0.08
Cl 7.7131 -2.5088 0.5571 0.04
C 5.6064 -1.0985 -0.3800 -0.14
Cl 6.7490 0.0805 -0.8954 0.04
C 1.2178 4.5798 -5.1227 -0.63
C 0.7877 3.9799 -3.8109 -0.01
C -0.2312 4.5568 -3.0600 -0.23
C -0.6203 4.0163 -1.8434 -0.19
C -0.0006 2.8688 -1.3809 -0.26
C 0.9836 2.2593 -2.1371 -0.19
C 1.3951 2.8212 -3.3320 -0.21
S -0.5077 2.1235 0.1693 2.32
O -1.9062 2.4499 0.3051 -0.97
O 0.3539 2.5710 1.2194 -0.92
N -0.2859 0.5112 -0.0269 -0.91
C -1.1735 -0.1908 -0.8394 0.15
C -2.1624 0.3580 -1.6604 -0.25
C -3.0933 -0.4731 -2.2840 -0.18
C -3.0814 -1.8338 -2.1015 -0.24
C -2.0700 -2.4313 -1.3260 -0.11
C -2.0300 -3.7990 -1.0234 -0.11
C -1.0835 -4.2428 -0.1279 -0.28
C -0.1120 -3.3732 0.3407 0.10
N -0.0042 -2.1107 -0.0678 -0.43
C -1.0635 -1.6015 -0.7696 0.21
H 0.6577 5.4888 -5.3381 0.21
H 1.0552 3.8737 -5.9389 0.22
H 2.2811 4.8233 -5.1039 0.22
H -0.7286 5.4420 -3.4390 0.21
H -1.4140 4.4671 -1.2610 0.23
H 1.4033 1.3334 -1.7888 0.23
H 2.1920 2.3510 -3.8970 0.21
H -2.2070 1.4250 -1.7940 0.24
H -3.8529 -0.0362 -2.9206 0.21
H -3.8433 -2.4580 -2.5527 0.21
H -2.7935 -4.4648 -1.4054 0.21
H -1.0918 -5.2654 0.2231 0.23
H 0.5854 -3.6644 1.1011 0.26
```

* <S²>: 0.756
* electronic energy: -5002.5451 Eh
* net charge: -1
* orbital gap (spin up / spin down): 6.844 / 7.088 eV
* 2S+1: 2
* relative energy (zero: lowest compared OMol25 entry of this formula, charge and spin): 141.7 kJ/mol